19
Properties=species:S:1:pos:R:3 method="wB97M-V/def2-TZVPD" energy_ha=-402.267296 orbital_gap_ev=9.924
H 0.342 2.191 0.555
N -0.065 0.111 0.648
O 0.973 -0.071 -1.405
H 0.858 -0.767 -2.067
C 1.124 -0.494 0.496
H 1.261 -2.330 1.521
H 1.963 0.045 0.938
C 1.264 -1.980 0.483
H -1.091 1.893 -1.191
H -2.558 1.243 -0.401
H 2.222 -2.246 0.037
C -0.966 -0.180 -0.541
H -2.125 0.728 -2.033
O -1.299 -1.321 -0.782
H 0.448 -2.458 -0.047
C -0.074 1.448 1.238
H -1.096 1.731 1.477
H 0.537 1.438 2.141
C -1.720 1.018 -1.067